{"formula": "C42H77Cl38F5I2O5P", "method": "ωB97M-V with the def2-TZVPD basis set", "lumo_ha": 0.0542, "e_tot_ev": -569970.394, "orbital_gap_ev": 6.753, "mol_weight_g_mol": 2389.06, "total_charge": -1, "e_homo_ev": -5.28, "symbols": ["C", "C", "C", "O", "O", "C", "C", "C", "C", "C", "C", "P", "C", "C", "C", "C", "C", "C", "O", "C", "C", "I", "C", "C", "I", "O", "C", "C", "C", "F", "F", "C", "F", "F", "F", "O", "H", "H", "H", "H", "H", "H", "H", "H", "H", "H", "H", "H", "H", "H", "H", "H", "H", "H", "H", "H", "H", "H", "H", "H", "H", "H", "H", "H", "H", "H", "H", "H", "H", "H", "H", "H", "H", "H", "H", "C", "Cl", "Cl", "H", "H", "C", "Cl", "Cl", "H", "H", "C", "Cl", "Cl", "H", "H", "C", "Cl", "Cl", "H", "H", "C", "Cl", "Cl", "H", "H", "C", "Cl", "Cl", "H", "H", "C", "Cl", "Cl", "H", "H", "C", "Cl", "Cl", "H", "H", "C", "Cl", "Cl", "H", "H", "C", "Cl", "Cl", "H", "H", "C", "Cl", "Cl", "H", "H", "C", "Cl", "Cl", "H", "H", "C", "Cl", "Cl", "H", "H", "C", "Cl", "Cl", "H", "H", "C", "Cl", "Cl", "H", "H", "C", "Cl", "Cl", "H", "H", "C", "Cl", "Cl", "H", "H", "C", "Cl", "Cl", "H", "H", "C", "Cl", "Cl", "H", "H"], "positions_angstrom": [[-5.251, 2.043, -2.659], [-5.476, 0.822, -3.130], [-5.274, -0.388, -2.300], [-5.304, -0.329, -1.095], [-5.094, -1.553, -2.963], [-3.674, -1.892, -3.019], [-3.463, -3.338, -2.658], [-2.011, -3.678, -2.312], [-0.956, -3.116, -3.269], [-0.382, -1.733, -2.899], [0.532, -1.741, -1.661], [0.536, -0.182, -0.549], [-1.310, -0.198, -0.161], [-1.834, -1.403, 0.630], [-1.962, -1.118, 2.130], [-2.249, -2.376, 2.957], [-3.744, -2.780, 3.108], [-4.749, -1.953, 2.328], [-6.045, -2.320, 2.834], [-7.092, -1.889, 1.994], [0.329, 1.121, -2.065], [0.218, 3.207, -1.339], [1.522, 0.959, -3.016], [2.656, 1.952, -2.852], [0.835, 1.202, -5.111], [0.822, 1.162, 0.538], [1.565, 0.840, 1.668], [1.658, -0.704, 1.831], [3.105, -1.164, 1.979], [3.766, -1.206, 0.810], [3.763, -0.338, 2.851], [3.197, -2.578, 2.588], [4.482, -3.016, 2.512], [2.843, -2.599, 3.868], [2.466, -3.452, 1.909], [0.978, -1.275, 0.787], [-5.631, 2.893, -3.211], [-4.655, 2.252, -1.780], [-5.837, 0.707, -4.144], [-3.173, -1.283, -2.270], [-3.288, -1.662, -4.011], [-3.819, -4.017, -3.437], [-4.061, -3.524, -1.763], [-1.771, -3.376, -1.294], [-1.923, -4.767, -2.340], [-1.355, -3.023, -4.280], [-0.109, -3.799, -3.356], [0.210, -1.415, -3.761], [-1.206, -1.027, -2.824], [0.260, -2.620, -1.072], [1.559, -1.915, -1.982], [1.979, -0.080, -0.824], [-1.474, 0.679, 0.468], [-1.909, -0.023, -1.052], [-1.284, -2.325, 0.462], [-2.858, -1.592, 0.275], [-0.977, -0.752, 2.443], [-2.653, -0.294, 2.308], [-1.853, -2.220, 3.960], [-1.719, -3.201, 2.483], [-3.843, -3.803, 2.739], [-4.081, -2.802, 4.144], [-4.634, -0.878, 2.479], [-4.741, -2.227, 1.272], [-6.749, -1.535, 1.024], [-7.773, -2.730, 1.857], [-7.678, -1.100, 2.470], [-0.619, 1.041, -2.585], [1.941, -0.042, -2.998], [2.947, 2.046, -1.809], [2.462, 2.915, -3.313], [3.530, 1.550, -3.378], [1.091, 1.248, 2.560], [2.559, 1.293, 1.556], [1.146, -0.992, 2.760], [6.441, -5.503, 0.325], [8.111, -6.069, 0.166], [5.413, -6.692, 1.133], [6.436, -4.595, 0.911], [6.038, -5.316, -0.663], [8.306, -3.473, 3.199], [7.659, -4.702, 4.295], [9.421, -2.377, 4.020], [8.836, -3.975, 2.397], [7.481, -2.897, 2.806], [-2.259, -0.872, -7.519], [-3.081, 0.279, -6.460], [-0.857, -1.644, -6.769], [-2.964, -1.647, -7.796], [-1.924, -0.334, -8.398], [-2.023, 4.834, -6.680], [-0.858, 5.268, -5.434], [-2.677, 3.207, -6.446], [-2.838, 5.550, -6.656], [-1.526, 4.861, -7.644], [-0.262, -6.709, -5.559], [-0.824, -5.078, -5.932], [-0.454, -7.102, -3.845], [-0.840, -7.418, -6.140], [0.789, -6.779, -5.812], [-1.345, 6.870, -0.967], [-2.018, 7.956, 0.261], [0.187, 6.158, -0.462], [-2.050, 6.064, -1.141], [-1.177, 7.437, -1.870], [-1.021, 1.430, 4.969], [0.626, 0.800, 4.842], [-2.055, 0.389, 5.956], [-0.980, 2.413, 5.422], [-1.439, 1.486, 3.969], [-7.153, -4.372, -1.882], [-7.419, -3.459, -0.392], [-5.807, -5.505, -1.715], [-8.052, -4.928, -2.119], [-6.918, -3.672, -2.677], [3.401, 5.448, -5.554], [2.638, 6.635, -4.482], [4.879, 4.728, -4.892], [2.687, 4.657, -5.759], [3.672, 5.961, -6.469], [6.302, -8.284, 4.255], [7.963, -8.868, 4.094], [5.269, -9.467, 5.067], [6.308, -7.371, 4.839], [5.903, -8.093, 3.269], [4.813, 4.350, -0.052], [3.336, 5.303, -0.182], [5.286, 3.692, -1.617], [5.608, 4.989, 0.315], [4.638, 3.529, 0.635], [4.981, 1.011, 5.726], [4.361, 2.653, 5.525], [4.761, 0.401, 7.375], [4.449, 0.355, 5.047], [6.041, 1.014, 5.495], [2.243, 5.450, 7.332], [0.549, 5.696, 6.892], [2.522, 5.726, 9.057], [2.516, 4.428, 7.096], [2.852, 6.145, 6.767], [8.349, 0.565, 7.667], [8.891, 2.206, 8.043], [8.850, 0.068, 6.041], [8.787, -0.117, 8.385], [7.264, 0.540, 7.730], [-10.013, -0.801, -1.721], [-8.655, -1.312, -2.727], [-10.986, 0.451, -2.504], [-10.645, -1.660, -1.530], [-9.621, -0.404, -0.792], [-7.183, 2.264, 0.875], [-7.928, 1.504, 2.285], [-8.348, 3.245, -0.033], [-6.379, 2.905, 1.215], [-6.796, 1.489, 0.227], [-1.507, 9.256, -5.973], [0.119, 8.623, -5.672], [-2.746, 8.501, -4.963], [-1.509, 10.321, -5.775], [-1.761, 9.067, -7.010], [6.441, -5.845, 7.664], [7.540, -6.762, 8.701], [4.821, -6.551, 7.639], [6.374, -4.830, 8.037], [6.835, -5.847, 6.656], [1.942, 10.168, -1.596], [3.325, 10.510, -0.543], [1.241, 8.575, -1.263], [1.186, 10.927, -1.426], [2.280, 10.197, -2.627]], "mulliken_charge": [-1.004, -0.113, 0.526, -0.314, -0.446, 1.146, -0.211, -0.060, -0.998, 1.301, -2.016, 1.002, -2.600, 0.148, 0.876, -1.062, -1.193, 0.568, -0.528, -0.193, -1.053, 0.012, -0.177, -1.378, -0.105, -0.351, -0.394, -0.500, 0.671, -0.344, -0.181, 0.280, -0.208, -0.259, -0.197, -0.640, 0.278, 0.310, 0.471, -0.863, 0.198, 0.433, -0.358, -0.266, 0.301, -0.449, 0.747, -0.059, -0.282, 1.126, 0.866, -0.071, 0.967, 0.448, 0.570, -0.277, -0.645, 0.519, 0.472, 0.421, 0.183, 0.290, 0.301, -0.121, -0.176, 0.335, 0.137, 1.176, 0.394, 0.072, 0.382, 0.627, -0.176, 0.335, 0.369, 0.098, -0.182, -0.160, -0.135, 0.367, -0.129, -0.024, -0.161, 0.246, 0.093, -0.492, -0.037, -0.112, 0.323, 0.339, -0.526, -0.012, -0.034, 0.268, 0.307, -0.392, -0.030, -0.148, 0.309, 0.281, -0.305, -0.179, -0.076, 0.237, 0.272, -0.211, -0.038, -0.178, 0.360, 0.103, -0.178, -0.032, -0.168, 0.390, 0.025, -0.281, -0.078, -0.150, 0.135, 0.360, 0.689, -0.166, -0.169, -0.233, -0.128, -0.359, -0.047, -0.135, 0.365, 0.168, 0.616, -0.165, -0.247, -0.330, 0.086, 0.055, -0.157, -0.168, 0.001, 0.262, 0.240, -0.172, -0.126, 0.304, -0.211, -0.167, -0.079, -0.178, 0.319, 0.096, 0.530, -0.176, -0.184, 0.364, -0.525, -0.390, -0.066, -0.137, 0.316, 0.268, 0.381, -0.167, -0.143, 0.288, -0.364, -0.417, -0.176, 0.030, 0.285, 0.258]}

{"formula": "C2H13NO3S2", "method": "ωB97M-V with the def2-TZVPD basis set", "lumo_ha": -0.1828, "e_tot_ev": -31582.769, "orbital_gap_ev": 3.615, "mol_weight_g_mol": 163.26, "e_homo_ev": -8.59, "symbols": ["N", "C", "C", "S", "S", "H", "H", "H", "H", "H", "H", "H", "H", "H", "O", "H", "H", "O", "H", "H", "O"], "positions_angstrom": [[0.123, 0.466, 2.833], [0.728, 0.203, 1.538], [0.276, 1.228, 0.422], [1.296, 0.773, -0.991], [-2.597, -0.550, 1.166], [-0.850, 0.202, 2.687], [0.193, 1.426, 3.152], [1.787, -0.003, 1.639], [0.259, -0.735, 1.229], [-0.787, 1.047, 0.220], [0.512, 2.270, 0.675], [-3.458, -0.924, 2.147], [4.652, -1.007, -0.459], [3.267, -0.402, -0.651], [3.826, -0.830, 0.006], [-2.729, 0.305, -2.237], [-2.235, 0.222, -0.825], [-2.154, 0.763, -1.638], [-0.285, -2.399, -2.365], [-0.054, -0.875, -2.366], [-0.207, -1.634, -2.941]], "mulliken_charge": [-0.391, -0.984, 0.152, -0.105, -0.471, 0.184, 0.260, 0.418, 0.538, -0.070, 0.333, 0.112, 0.307, 0.244, -0.560, 0.320, 0.254, -0.527, 0.309, 0.298, -0.621]}

{"formula": "C6H10O", "method": "ωB97M-V with the def2-TZVPD basis set", "lumo_ha": 0.0326, "e_tot_ev": -8429.084, "orbital_gap_ev": 9.415, "mol_weight_g_mol": 98.14, "smiles": "C/C=C/C=C/CO", "e_homo_ev": -8.53, "symbols": ["C", "C", "C", "C", "C", "C", "O", "H", "H", "H", "H", "H", "H", "H", "H", "H", "H"], "positions_angstrom": [[-1.908, -2.369, -1.228], [-1.364, -1.155, -0.505], [-0.126, -1.318, -0.027], [0.649, -0.212, 0.491], [0.870, 1.077, 0.114], [1.684, 2.163, 0.819], [0.838, 3.035, 1.550], [-2.047, -1.998, -2.268], [-2.932, -2.715, -0.922], [-1.164, -3.144, -0.954], [-1.874, -0.176, -0.415], [0.357, -2.308, 0.046], [1.206, -0.619, 1.267], [0.478, 1.468, -0.830], [2.353, 2.549, 0.116], [2.388, 1.840, 1.672], [0.593, 3.881, 1.073]], "mulliken_charge": [-0.872, 0.075, -0.384, -0.369, -0.198, -0.600, -0.509, 0.226, 0.282, 0.255, 0.364, 0.205, 0.315, 0.310, 0.348, 0.252, 0.300]}